Entry 1:
This record from OMol25 describes CH3N5 in the gas phase. The level of theory is ωB97M-V/def2-TZVPD.

Structure (ORCA input):
```
! wB97M-V def2-TZVPD RIJCOSX def2/J DEFGRID3
* xyz 0 1
N -1.325 -0.683 -0.392
H -0.731 -0.566 1.621
N 0.500 0.277 -1.077
H -2.140 -0.178 -0.466
N -0.544 -0.105 -1.413
N 1.690 0.431 1.142
N -0.666 -0.030 0.787
H 1.646 0.368 2.149
C 0.606 0.190 0.560
*
```

## Properties
HOMO energy = -9.64 eV
Molar mass = 85.1 g mol⁻¹
SMILES string = [H]/N=c1/nn[nH][nH]1
Energy relative to the best compared isomer or geometry (same formula, charge and spin) = 242.7 kJ/mol
Kohn-Sham gap = 10.4 eV
LUMO level = 0.80 eV
DFT total energy = -313.56651 a.u.

Entry 2:
This record from OMol25 describes 3 unconnected molecules or ions with the total composition CH3FINS. The level of theory is ωB97M-V/def2-TZVPD.

Structure (ORCA input):
```
! wB97M-V def2-TZVPD RIJCOSX def2/J DEFGRID3
* xyz 0 1
H -2.930 -0.528 0.947
F 0.401 -0.941 1.346
H 1.036 1.539 -1.039
C 0.957 0.797 -0.225
S 1.895 -1.600 -0.976
N 1.167 -0.449 -0.208
H 0.624 1.187 0.753
I -3.149 -0.006 -0.598
*
```

## Properties
HOMO energy (alpha / beta) = -9.47 / -9.46 eV
Molar mass = 207.0 g mol⁻¹
Energy relative to the best compared isomer or geometry (same formula, charge and spin) = 264.2 kJ/mol
Kohn-Sham gap (alpha / beta) = 7.9 / 7.8 eV
LUMO level (alpha / beta) = -1.59 / -1.62 eV
DFT total energy = -890.25059 a.u.

Entry 3:
This record from OMol25 describes a molecular structure, C32H21Cl6NO6PY. The level of theory is ωB97M-V/def2-TZVPD.

Structure (ORCA input):
```
! wB97M-V def2-TZVPD RIJCOSX def2/J DEFGRID3
* xyz 0 1
C 5.733 0.310 -1.933
C -4.187 0.048 2.723
H 1.273 3.858 2.375
C 4.668 0.736 -2.709
C -2.425 -0.865 4.056
C -3.212 0.390 1.798
C 5.707 0.512 -0.558
H -2.078 -1.355 4.955
C 4.619 1.132 0.030
H 5.225 6.155 0.509
C -0.758 2.344 -2.717
C 1.045 2.886 -1.264
C 1.230 4.100 -1.934
C 0.219 -2.705 0.807
H -4.842 1.804 -0.565
H 2.055 5.967 3.382
C 2.610 -3.078 0.898
H 4.438 4.053 -0.501
H 2.006 4.790 -1.623
Y -0.114 0.151 -0.065
C -1.534 -0.470 3.071
C 0.036 1.968 -1.618
H -5.226 0.269 2.533
H -1.017 -3.040 -3.085
C 3.551 1.580 -0.747
C 2.394 -4.349 1.450
O 0.455 -1.538 4.000
C 3.683 6.202 2.004
N -1.921 0.157 1.968
Cl -1.611 -4.419 1.755
C -0.040 -0.638 3.155
C 0.413 4.426 -3.000
H 4.676 0.576 -3.780
C 2.784 3.825 0.851
H 2.751 1.699 -2.735
C -3.774 -0.595 3.878
H 4.034 7.124 2.449
O 0.675 0.071 2.498
H -0.207 -2.208 4.223
O 1.690 -1.008 0.144
C 1.104 -4.781 1.708
Cl 0.819 -6.328 2.427
H -4.495 -0.887 4.630
C 4.352 5.659 0.914
C 0.022 -3.951 1.385
C 3.581 1.371 -2.121
H 4.596 1.258 1.107
O -2.669 1.067 -0.402
Cl 4.206 -2.493 0.595
H -1.221 3.788 -4.240
P 2.108 2.306 0.104
Cl -2.141 -1.125 -2.317
O -4.753 1.439 0.330
H 6.527 0.168 0.059
O -0.770 -1.883 0.489
H -0.943 -1.678 -4.255
C -0.583 3.537 -3.400
Cl 0.731 -1.555 -2.606
C 1.546 -2.240 0.597
C 3.906 4.477 0.342
H 6.578 -0.187 -2.392
C -3.505 1.001 0.464
H 0.548 5.366 -3.521
C 2.132 4.369 1.954
H -1.555 1.683 -3.047
C -0.867 -1.976 -3.216
Cl 3.744 -5.364 1.820
C 2.573 5.555 2.525
*
```

## Properties
HOMO energy = -6.93 eV
Molar mass = 848.1 g mol⁻¹
Energy relative to the best compared isomer or geometry (same formula, charge and spin) = 36.1 kJ/mol
Kohn-Sham gap = 5.7 eV
LUMO level = -1.26 eV
DFT total energy = -4879.22873 a.u.

Entry 4:
This record from OMol25 describes 8 unconnected molecules or ions with the total composition C20H50Cl6O18S6. The level of theory is ωB97M-V/def2-TZVPD.

Structure (ORCA input):
```
! wB97M-V def2-TZVPD RIJCOSX def2/J DEFGRID3
* xyz 0 1
O -13.641 -17.878 14.342
H -16.763 -12.659 22.371
C -14.206 -6.197 17.881
C -12.674 -13.040 16.684
H -11.186 -18.568 13.349
O -16.566 -7.152 15.689
C -17.102 -13.231 16.441
H -15.597 -19.515 14.986
H -14.543 -5.414 18.509
H -9.529 -9.961 13.049
Cl -11.582 -14.302 17.293
H -17.410 -10.147 18.234
O -16.451 -9.545 16.285
O -19.031 -11.525 15.823
O -7.983 -13.801 12.290
O -15.192 -8.585 14.372
H -13.333 -9.298 21.746
O -14.963 -11.206 19.664
H -7.870 -15.712 14.366
H -16.498 -18.075 14.151
C -17.696 -8.940 14.106
H -17.236 -9.742 13.539
H -17.621 -13.355 17.388
H -16.756 -18.455 15.889
Cl -10.397 -19.986 17.980
O -13.992 -18.100 16.678
H -12.413 -16.365 14.990
H -14.215 -5.903 16.822
S -9.102 -14.325 13.048
H -13.615 -13.006 17.257
H -20.351 -15.637 13.556
C -12.659 -9.513 20.907
H -10.952 -18.336 15.112
O -9.921 -15.406 12.559
C -14.758 -12.241 22.874
H -12.960 -8.614 13.510
Cl -9.411 -17.309 18.019
H -21.237 -14.598 12.451
C -8.510 -14.916 14.640
H -9.411 -15.347 15.173
H -16.775 -9.080 19.404
H -13.469 -9.767 12.363
H -11.656 -18.112 17.504
H -12.539 -10.592 20.739
C -17.295 -10.051 19.326
H -16.728 -14.045 15.889
H -10.224 -11.612 14.573
C -9.588 -11.945 13.783
H -17.929 -8.096 13.505
O -11.656 -5.720 18.440
C -12.457 -17.035 14.152
H -15.130 -10.638 13.915
O -17.535 -12.195 14.052
C -14.483 -9.829 14.300
C -13.307 -9.623 13.416
O -14.806 -16.109 15.430
H -8.663 -12.067 14.163
H -12.445 -10.328 13.576
H -20.242 -12.551 13.618
H -18.642 -9.311 14.645
H -14.695 -12.906 23.738
Cl -12.983 -13.423 15.027
H -19.431 -14.641 12.401
C -16.071 -18.467 15.077
O -12.268 -7.780 17.131
S -16.328 -11.319 20.036
Cl -11.266 -18.119 19.915
H -8.059 -14.140 15.165
H -14.181 -10.146 15.312
O -10.206 -13.216 13.472
C -9.657 -10.943 12.686
H -18.347 -10.199 19.801
Cl -11.925 -11.454 16.917
S -12.558 -6.797 18.140
S -18.284 -12.609 15.246
H -12.585 -9.363 18.711
H -21.163 -13.578 14.684
H -11.678 -9.035 21.138
C -20.282 -13.560 14.011
H -10.393 -17.167 14.011
O -16.308 -10.876 21.539
O -12.701 -7.592 19.549
H -14.145 -11.356 23.033
H -10.664 -10.966 12.273
C -16.173 -11.833 22.597
H -14.185 -9.061 19.400
C -10.789 -18.303 18.169
S -14.593 -17.515 15.468
O -19.136 -13.915 14.908
S -16.470 -8.511 15.332
H -16.485 -11.278 23.516
H -14.812 -7.123 18.197
C -13.144 -8.956 19.551
O -17.053 -12.527 19.706
H -14.211 -12.820 22.137
H -12.656 -16.442 13.259
C -11.205 -17.854 14.168
C -20.325 -14.667 13.003
H -8.898 -11.225 11.937
H -16.356 -12.442 16.526
*
```

## Properties
HOMO energy = -10.76 eV
Molar mass = 983.7 g mol⁻¹
SMILES string = CCOS(C)(=O)=O.CCOS(C)(=O)=O.CCOS(C)(=O)=O.CCOS(C)(=O)=O.CCOS(C)(=O)=O.CCOS(C)(=O)=O.ClC(Cl)Cl.ClC(Cl)Cl
Kohn-Sham gap = 11.0 eV
LUMO level = 0.21 eV
DFT total energy = -7296.48258 a.u.